{
  "formula": "C19H66N24O13",
  "method": "ωB97M-V/def2-TZVPD",
  "total_charge": 0,
  "e_above_lowest_ev": 51.427,
  "e_tot_ha": -3054.32144,
  "lumo_energy_ev": -0.256,
  "homo_lumo_gap_ev": 7.415,
  "elements": ["C", "O", "N", "N", "H", "H", "H", "H", "C", "O", "N", "N", "H", "H", "H", "H", "C", "O", "N", "N", "H", "H", "H", "H", "C", "O", "N", "N", "H", "H", "H", "H", "C", "O", "N", "N", "H", "H", "H", "H", "C", "O", "N", "N", "H", "H", "H", "H", "C", "O", "N", "N", "H", "H", "H", "H", "C", "O", "N", "N", "H", "H", "H", "H", "C", "O", "N", "N", "H", "H", "H", "H", "C", "O", "N", "N", "H", "H", "H", "H", "C", "O", "N", "N", "H", "H", "H", "H", "C", "C", "C", "O", "C", "N", "H", "H", "H", "H", "H", "H", "H", "H", "H", "H", "H", "C", "C", "C", "O", "C", "N", "H", "H", "H", "H", "H", "H", "H", "H", "H", "H", "H"],
  "xyz": [[17.76, -16.66, -25.72], [16.55, -16.92, -25.56], [18.14, -15.45, -26.05], [18.68, -17.59, -25.66], [17.41, -14.77, -26.24], [19.13, -15.35, -26.17], [19.68, -17.45, -25.77], [18.36, -18.44, -25.23], [18.78, -13.08, -29.81], [19.59, -12.55, -30.49], [18.41, -14.34, -29.63], [17.94, -12.45, -29.05], [18.67, -15.09, -30.26], [17.81, -14.54, -28.85], [18.03, -11.45, -28.91], [17.25, -12.93, -28.49], [20.24, -13.65, -26.62], [19.23, -14.29, -26.35], [20.65, -13.32, -27.82], [21.01, -13.03, -25.81], [20.29, -13.84, -28.61], [21.48, -12.75, -27.86], [20.97, -13.20, -24.82], [21.88, -12.67, -26.19], [15.74, -21.25, -28.77], [16.08, -22.34, -28.37], [15.10, -20.36, -28.06], [16.00, -20.82, -30.01], [15.08, -19.40, -28.38], [14.69, -20.70, -27.20], [15.60, -19.92, -30.24], [16.53, -21.30, -30.72], [14.07, -18.49, -30.19], [15.09, -19.10, -30.21], [13.70, -17.96, -29.04], [13.26, -18.30, -31.20], [12.86, -17.40, -29.03], [14.22, -18.06, -28.19], [12.49, -17.66, -31.25], [13.60, -18.68, -32.07], [20.66, -14.13, -32.25], [21.21, -14.80, -33.12], [20.32, -12.95, -32.49], [20.35, -14.59, -31.08], [20.44, -12.53, -33.41], [19.75, -12.47, -31.81], [20.59, -15.54, -30.81], [20.01, -13.97, -30.37], [18.06, -17.51, -32.03], [18.62, -18.19, -31.15], [17.40, -17.97, -33.02], [18.04, -16.23, -31.97], [17.00, -17.34, -33.70], [17.24, -18.97, -33.05], [18.74, -15.81, -31.39], [17.52, -15.69, -32.65], [14.99, -15.81, -31.19], [13.92, -15.25, -30.96], [15.27, -16.70, -32.05], [16.06, -15.64, -30.47], [14.57, -17.12, -32.65], [16.08, -17.28, -31.90], [15.92, -14.89, -29.80], [16.92, -16.07, -30.76], [15.97, -14.97, -27.90], [17.01, -14.83, -28.52], [14.93, -14.12, -27.91], [15.77, -15.95, -27.05], [14.14, -14.48, -27.39], [14.89, -13.34, -28.56], [14.90, -16.14, -26.58], [16.51, -16.60, -26.81], [21.63, -17.09, -25.94], [22.15, -15.97, -25.86], [21.70, -17.88, -26.99], [20.92, -17.54, -24.96], [21.47, -18.86, -26.83], [22.13, -17.57, -27.85], [20.53, -18.48, -24.93], [20.79, -16.87, -24.21], [18.81, -20.27, -27.59], [19.16, -21.19, -26.91], [19.10, -20.00, -28.81], [18.04, -19.35, -27.13], [18.87, -19.16, -29.33], [19.73, -20.72, -29.13], [17.73, -18.58, -27.70], [17.66, -19.53, -26.21], [20.41, -15.70, -28.08], [19.78, -16.91, -28.74], [18.24, -16.92, -28.44], [17.74, -18.10, -29.00], [16.37, -18.10, -29.47], [19.92, -16.65, -30.18], [19.82, -14.85, -28.43], [21.49, -15.57, -28.11], [20.21, -15.63, -27.01], [20.38, -17.77, -28.49], [17.63, -16.14, -28.90], [17.92, -16.81, -27.40], [16.02, -19.12, -29.35], [16.26, -17.94, -30.54], [15.75, -17.42, -28.88], [20.80, -17.04, -30.50], [19.25, -17.29, -30.60], [22.32, -14.27, -29.50], [22.14, -12.81, -29.86], [22.96, -11.87, -28.83], [22.48, -11.94, -27.50], [23.29, -11.22, -26.56], [22.45, -12.62, -31.22], [22.07, -14.51, -28.47], [23.37, -14.58, -29.55], [21.60, -14.77, -30.15], [21.11, -12.45, -29.91], [22.91, -10.82, -29.09], [23.96, -12.29, -28.87], [24.26, -11.71, -26.41], [22.71, -11.32, -25.65], [23.37, -10.16, -26.83], [21.79, -13.14, -31.77], [23.35, -13.05, -31.41]],
  "lowdin_charge": [-0.679, -0.010, 0.096, 0.156, 0.155, -0.059, 0.022, 0.124, -0.673, 0.011, 0.139, 0.230, 0.075, -0.286, 0.135, 0.106, -0.591, -0.014, 0.129, 0.228, 0.052, 0.004, 0.142, 0.062, -0.728, 0.037, 0.184, 0.191, 0.054, 0.136, -0.262, 0.123, -0.611, -0.037, 0.224, 0.219, 0.137, 0.112, 0.135, 0.131, -0.841, 0.032, 0.159, 0.044, 0.147, 0.031, 0.027, 0.036, -0.680, 0.077, 0.207, 0.196, 0.142, 0.157, 0.084, 0.164, -0.750, 0.015, 0.154, 0.174, 0.123, 0.049, 0.101, 0.061, -0.574, -0.007, 0.224, 0.167, 0.124, 0.129, 0.149, -0.015, -0.737, 0.035, 0.188, 0.151, 0.134, 0.135, 0.140, 0.158, -0.826, 0.029, 0.199, 0.160, 0.060, 0.127, 0.017, 0.118, -0.089, -0.218, -0.097, -0.244, -0.092, 0.008, 0.063, 0.066, 0.070, 0.103, 0.084, 0.083, 0.028, 0.097, 0.106, 0.139, -0.086, -0.053, -0.385, -0.093, -0.289, -0.019, 0.079, 0.044, 0.107, 0.048, 0.099, 0.131, 0.128, 0.108, 0.088, 0.104, 0.001, 0.088]
}



{
  "formula": "C19H68N6O23",
  "method": "ωB97M-V/def2-TZVPD",
  "total_charge": 0,
  "e_above_lowest_ev": 3.174,
  "e_tot_ha": -2823.67765,
  "lumo_energy_ev": -0.431,
  "homo_lumo_gap_ev": 8.954,
  "elements": ["C", "O", "N", "N", "H", "H", "H", "H", "C", "O", "N", "N", "H", "H", "H", "H", "C", "O", "N", "N", "H", "H", "H", "H", "C", "C", "O", "O", "H", "H", "H", "H", "H", "H", "C", "C", "O", "O", "H", "H", "H", "H", "H", "H", "C", "C", "O", "O", "H", "H", "H", "H", "H", "H", "C", "C", "O", "O", "H", "H", "H", "H", "H", "H", "C", "C", "O", "O", "H", "H", "H", "H", "H", "H", "C", "C", "O", "O", "H", "H", "H", "H", "H", "H", "C", "C", "O", "O", "H", "H", "H", "H", "H", "H", "C", "C", "O", "O", "H", "H", "H", "H", "H", "H", "O", "H", "H", "O", "H", "H", "O", "H", "H", "O", "H", "H"],
  "xyz": [[-0.35, 2.07, 5.32], [-1.18, 2.55, 6.13], [-0.70, 1.50, 4.17], [0.91, 1.98, 5.57], [-0.04, 1.01, 3.58], [-1.63, 1.69, 3.83], [1.58, 1.73, 4.85], [1.28, 2.33, 6.44], [-4.10, -1.63, -2.93], [-3.22, -1.50, -2.09], [-4.76, -2.72, -3.15], [-4.58, -0.75, -3.75], [-4.54, -3.50, -2.54], [-5.58, -2.85, -3.72], [-4.17, 0.17, -3.68], [-5.06, -1.17, -4.53], [-2.20, 2.17, -5.55], [-3.38, 1.98, -5.70], [-1.48, 2.09, -4.47], [-1.44, 2.51, -6.56], [-0.55, 2.44, -4.32], [-2.02, 1.80, -3.67], [-0.44, 2.67, -6.57], [-1.92, 2.69, -7.43], [-3.03, -5.20, -2.27], [-1.89, -5.01, -1.23], [-1.83, -3.65, -0.85], [-4.34, -5.15, -1.58], [-2.95, -6.21, -2.68], [-2.91, -4.49, -3.09], [-0.89, -5.23, -1.60], [-2.07, -5.67, -0.37], [-2.36, -3.13, -1.45], [-4.53, -6.01, -1.20], [5.16, -2.98, 1.25], [3.83, -3.08, 1.88], [2.73, -3.18, 0.98], [5.68, -4.14, 0.68], [5.85, -2.76, 2.07], [5.10, -2.23, 0.45], [3.55, -2.23, 2.51], [3.75, -3.90, 2.60], [1.88, -3.05, 1.40], [5.41, -4.86, 1.25], [2.13, -1.47, 5.72], [2.25, -3.01, 5.45], [1.89, -3.72, 6.58], [1.97, -0.80, 4.49], [2.96, -1.04, 6.29], [1.28, -1.30, 6.38], [3.29, -3.19, 5.20], [1.56, -3.36, 4.68], [1.49, -4.44, 6.10], [1.08, -0.93, 4.14], [-0.08, -1.05, -3.75], [0.72, -0.91, -5.04], [1.71, 0.02, -4.95], [0.61, -1.46, -2.55], [-0.89, -1.78, -3.81], [-0.68, -0.15, -3.60], [0.00, -0.62, -5.81], [1.05, -1.94, -5.17], [2.32, -0.23, -4.25], [0.01, -1.30, -1.82], [3.68, 0.82, 1.47], [3.83, 1.29, 2.91], [4.35, 0.18, 3.72], [4.89, 0.82, 0.77], [3.10, 1.58, 0.95], [3.15, -0.12, 1.33], [2.88, 1.66, 3.30], [4.51, 2.10, 3.14], [3.56, -0.33, 3.92], [5.58, 0.46, 1.32], [-1.43, 4.03, 0.86], [-1.88, 5.40, 1.53], [-2.11, 6.33, 0.55], [-0.16, 4.20, 0.40], [-2.21, 3.64, 0.21], [-1.36, 3.24, 1.60], [-0.98, 5.72, 2.07], [-2.66, 5.33, 2.28], [-3.06, 6.29, 0.40], [-0.32, 4.39, -0.53], [0.38, 0.75, 0.48], [-0.93, 0.58, -0.22], [-1.15, -0.78, -0.50], [0.45, 0.15, 1.86], [0.52, 1.83, 0.57], [1.15, 0.43, -0.22], [-1.13, 1.12, -1.14], [-1.71, 0.76, 0.52], [-1.98, -0.90, -0.97], [0.29, -0.78, 1.69], [1.66, 3.10, -2.72], [2.14, 4.50, -2.18], [1.19, 5.42, -2.45], [1.29, 3.15, -4.14], [0.81, 2.72, -2.15], [2.54, 2.46, -2.76], [3.08, 4.78, -2.67], [2.41, 4.48, -1.13], [0.87, 5.18, -3.33], [1.36, 2.27, -4.54], [-0.82, -1.55, 4.22], [-1.45, -0.85, 4.37], [-1.34, -2.26, 3.84], [-4.25, 1.74, 0.10], [-4.22, 2.41, 0.79], [-4.65, 0.98, 0.52], [0.15, -2.66, 1.47], [-0.32, -3.19, 2.12], [-0.40, -2.69, 0.69], [-3.24, 1.66, -2.44], [-3.61, 1.27, -1.65], [-3.71, 2.48, -2.55]],
  "lowdin_charge": [-0.730, -0.027, 0.162, 0.187, 0.055, 0.111, 0.084, 0.131, -0.714, 0.031, 0.176, 0.199, 0.062, 0.131, 0.085, 0.127, -0.788, 0.031, 0.182, 0.158, 0.075, 0.047, 0.108, 0.113, -0.171, -0.211, -0.081, -0.097, 0.115, 0.111, 0.121, 0.113, 0.028, 0.088, -0.259, -0.257, -0.070, -0.051, 0.123, 0.128, 0.096, 0.110, 0.015, 0.081, -0.188, -0.255, -0.049, -0.115, 0.128, 0.117, 0.116, 0.113, 0.083, 0.038, -0.230, -0.263, -0.041, -0.069, 0.107, 0.088, 0.125, 0.121, 0.102, 0.020, -0.257, -0.187, -0.094, -0.055, 0.107, 0.108, 0.087, 0.123, 0.005, 0.083, -0.275, -0.259, -0.034, -0.040, 0.104, 0.097, 0.119, 0.116, 0.092, 0.081, -0.163, -0.232, -0.096, -0.084, 0.101, 0.120, 0.115, 0.111, 0.034, 0.026, -0.155, -0.272, -0.033, -0.115, 0.102, 0.121, 0.116, 0.122, 0.086, 0.046, -0.021, 0.044, 0.046, -0.030, 0.049, 0.062, -0.021, 0.062, 0.040, -0.061, 0.011, 0.075]
}